[1]
{
  "formula": "C3H13NO4",
  "method": "the ωB97M-V functional and the def2-TZVPD basis",
  "e_homo_ev": -9.80,
  "gap_ev": 10.2,
  "relative_energy_ev": 0.506,
  "max_force_ha_per_bohr": 0.023,
  "e_tot_ev": -13002.660,
  "charge": 0,
  "symbols": ["O", "O", "O", "O", "N", "C", "C", "C", "H", "H", "H", "H", "H", "H", "H", "H", "H", "H", "H", "H", "H"],
  "positions_angstrom": [[0.01, -1.76, -2.22], [-1.63, -1.91, -0.09], [-0.50, 1.91, -0.84], [-2.76, 0.60, 0.26], [0.95, 0.24, -0.46], [1.68, -0.62, 0.44], [0.81, 2.10, 1.13], [0.40, 1.43, -0.17], [-0.73, -1.94, -1.60], [0.62, -0.13, -1.35], [-2.85, 0.42, -0.69], [2.77, -0.57, 0.34], [0.51, 3.12, 1.09], [1.58, -0.28, 1.48], [1.36, -1.65, 0.36], [-1.96, -1.03, 0.20], [-1.97, 1.17, 0.16], [0.26, 1.63, 1.95], [-1.10, -2.31, 0.60], [0.70, -2.38, -1.96], [1.86, 1.99, 1.38]]
}

[2]
{
  "formula": "C3H13O3S",
  "method": "the ωB97M-V functional and the def2-TZVPD basis",
  "e_homo_ev": -3.22,
  "gap_ev": 6.9,
  "relative_energy_ev": 0.360,
  "max_force_ha_per_bohr": 0.024,
  "e_tot_ev": -20301.353,
  "charge": -1,
  "symbols": ["S", "O", "O", "O", "C", "C", "C", "H", "H", "H", "H", "H", "H", "H", "H", "H", "H", "H", "H", "H"],
  "positions_angstrom": [[-0.57, -1.65, -1.18], [-0.40, 1.40, -1.08], [0.25, 2.70, 1.61], [-2.52, 2.08, 0.65], [1.73, -1.87, 0.43], [2.35, -0.50, 0.12], [0.22, -1.87, 0.43], [0.31, 1.86, 1.15], [-1.75, 1.95, 0.07], [-0.77, 1.65, -1.93], [-0.44, 3.15, 1.11], [2.07, -2.58, -0.32], [3.43, -0.51, 0.31], [2.17, -2.26, 1.35], [-0.14, -2.79, 0.91], [2.19, -0.21, -0.91], [-0.34, 0.38, -1.09], [-0.15, -1.14, 1.16], [1.90, 0.21, 0.81], [-2.41, 1.51, 1.41]]
}

[3]
{
  "formula": "C3H13O4S",
  "method": "the ωB97M-V functional and the def2-TZVPD basis",
  "e_homo_ev": -4.72,
  "gap_ev": 8.0,
  "relative_energy_ev": 2.265,
  "max_force_ha_per_bohr": 0.101,
  "e_tot_ev": -22346.342,
  "charge": -1,
  "symbols": ["S", "O", "O", "O", "O", "C", "C", "C", "H", "H", "H", "H", "H", "H", "H", "H", "H", "H", "H", "H", "H"],
  "positions_angstrom": [[-1.71, -0.65, 2.39], [2.72, -0.96, -0.45], [-1.61, 0.46, -1.77], [-1.15, -2.46, -1.03], [0.79, 0.62, -1.10], [-0.99, 0.35, 0.99], [0.27, 0.98, 1.43], [0.98, 1.34, 0.00], [-1.05, -1.74, 2.18], [-0.42, 0.50, -1.53], [1.99, 1.24, 0.39], [-1.64, 1.15, 0.63], [-1.44, 0.14, -2.65], [0.80, 2.40, -0.24], [-1.11, -0.38, 0.07], [-1.51, -1.94, -1.72], [1.00, 0.30, 1.92], [-0.58, -1.72, -0.52], [1.97, -1.14, 0.00], [2.40, -0.27, -1.10], [0.29, 1.76, 2.10]]
}

[4]
{
  "formula": "C3H14FeN3O",
  "method": "the ωB97M-V functional and the def2-TZVPD basis",
  "e_homo_ev": [0.45, -2.93],
  "gap_ev": [2.6, 5.9],
  "s_squared": 6.06,
  "max_force_ha_per_bohr": 0.038,
  "e_tot_ev": -44239.747,
  "charge": -1,
  "multiplicity": 5,
  "symbols": ["Fe", "O", "N", "N", "N", "C", "C", "C", "H", "H", "H", "H", "H", "H", "H", "H", "H", "H", "H", "H", "H", "H"],
  "positions_angstrom": [[0.58, -2.15, 0.64], [-0.99, 0.84, -0.24], [-1.31, -1.85, -0.19], [0.73, 1.65, -1.56], [-0.21, 2.98, 0.05], [-1.09, 3.31, 1.14], [-0.21, 1.75, -0.54], [1.46, -3.82, -0.13], [-1.67, -2.74, -0.54], [1.48, 2.32, -1.54], [-1.20, -1.17, -0.94], [0.88, -4.72, 0.08], [-1.42, 2.39, 1.62], [1.58, -3.67, -1.21], [1.00, 0.70, -1.80], [0.33, 3.71, -0.40], [2.45, -3.81, 0.34], [1.83, -1.22, 0.75], [-1.98, -1.44, 0.46], [-0.55, 3.92, 1.87], [0.25, -0.84, 1.35], [-1.97, 3.87, 0.79]]
}

[5]
{
  "formula": "C3H14N2O2",
  "method": "the ωB97M-V functional and the def2-TZVPD basis",
  "e_homo_ev": -8.46,
  "gap_ev": 9.0,
  "relative_energy_ev": 0.993,
  "max_force_ha_per_bohr": 0.037,
  "e_tot_ev": -10412.798,
  "charge": 0,
  "symbols": ["O", "O", "N", "N", "C", "C", "C", "H", "H", "H", "H", "H", "H", "H", "H", "H", "H", "H", "H", "H", "H"],
  "positions_angstrom": [[2.19, 2.45, -6.78], [-3.16, -2.24, 0.64], [-1.28, -0.20, 2.58], [-0.38, 0.48, -0.17], [1.91, -0.01, 0.52], [0.46, -0.29, 0.80], [0.07, 0.10, 2.25], [2.25, 0.99, 0.77], [-3.29, -1.69, -0.13], [2.99, 2.54, -6.29], [2.15, -0.28, -0.51], [0.80, -0.50, 2.82], [2.53, -0.69, 1.12], [-3.78, -2.95, 0.49], [0.25, 1.17, 2.32], [-1.73, -1.04, 2.28], [-1.88, 0.40, 3.08], [0.26, -1.34, 0.62], [-0.84, 1.27, 0.28], [1.64, 1.87, -6.26], [-1.17, -0.05, -0.47]]
}

[6]
{
  "formula": "C3H14N4",
  "method": "the ωB97M-V functional and the def2-TZVPD basis",
  "e_homo_ev": -17.51,
  "gap_ev": 9.9,
  "relative_energy_ev": 1.932,
  "max_force_ha_per_bohr": 0.077,
  "e_tot_ev": -9278.702,
  "charge": 2,
  "symbols": ["N", "N", "N", "N", "C", "C", "C", "H", "H", "H", "H", "H", "H", "H", "H", "H", "H", "H", "H", "H", "H"],
  "positions_angstrom": [[-0.81, -0.46, -1.52], [1.17, 0.59, 1.09], [1.79, 1.59, 0.49], [-1.42, 0.41, -2.52], [1.96, -0.61, 1.33], [-0.12, 0.45, 1.02], [-0.86, -0.78, 1.45], [2.79, 1.54, 0.37], [3.01, -0.39, 1.65], [2.04, -1.23, 0.47], [-0.67, 1.08, -2.80], [1.48, -1.25, 2.11], [1.41, 2.51, 0.61], [-0.40, -1.18, -2.00], [-0.78, -1.54, 0.80], [-2.21, 0.84, -2.08], [-0.74, 1.32, 0.64], [-0.43, -1.17, 2.36], [-1.42, -0.83, -0.73], [-1.91, -0.49, 1.55], [-1.70, -0.15, -3.36]]
}

[7]
{
  "formula": "C3H14NO2",
  "method": "the ωB97M-V functional and the def2-TZVPD basis",
  "e_homo_ev": -15.44,
  "gap_ev": 12.6,
  "relative_energy_ev": 1.365,
  "max_force_ha_per_bohr": 0.056,
  "e_tot_ev": -8916.421,
  "charge": 1,
  "symbols": ["O", "O", "N", "C", "C", "C", "H", "H", "H", "H", "H", "H", "H", "H", "H", "H", "H", "H", "H", "H"],
  "positions_angstrom": [[-1.68, -1.33, 2.16], [2.98, -0.29, 0.16], [0.24, 0.42, 0.15], [-0.49, 0.41, -1.25], [0.19, 1.80, 0.68], [-0.89, -1.00, -1.64], [0.10, -1.54, -1.56], [-1.27, -1.11, -2.64], [3.74, -0.55, 0.74], [0.57, 1.85, 1.67], [-1.46, 0.91, -1.15], [-1.59, -1.51, -0.94], [-2.24, -1.13, 2.94], [0.87, 2.47, 0.14], [3.39, -0.35, -0.72], [0.16, 1.00, -1.96], [1.13, -0.09, 0.41], [-0.90, 1.96, 0.63], [-2.29, -1.91, 1.60], [-0.55, -0.01, 0.60]]
}

[8]
{
  "formula": "C3H14NO3",
  "method": "the ωB97M-V functional and the def2-TZVPD basis",
  "e_homo_ev": -14.79,
  "gap_ev": 10.7,
  "relative_energy_ev": 1.781,
  "max_force_ha_per_bohr": 0.073,
  "e_tot_ev": -10963.226,
  "charge": 1,
  "symbols": ["O", "O", "O", "N", "C", "C", "C", "H", "H", "H", "H", "H", "H", "H", "H", "H", "H", "H", "H", "H", "H"],
  "positions_angstrom": [[1.96, -1.53, -2.02], [-0.29, -0.20, -1.30], [-0.10, 3.52, -1.78], [-0.30, 0.50, 1.09], [-0.94, -1.95, 1.34], [0.58, 1.21, 1.68], [-1.19, -0.48, 1.75], [-2.18, -0.30, 1.28], [0.40, 3.04, -2.44], [-0.54, -2.12, 0.38], [0.66, -0.43, -1.67], [-0.89, 3.84, -2.10], [2.85, -1.29, -1.76], [-0.23, -2.52, 2.02], [1.95, -2.32, -2.52], [-0.47, 0.26, -2.11], [-1.90, -2.50, 1.30], [-0.17, 0.59, 0.06], [-1.19, -0.38, 2.84], [0.84, 1.03, 2.69], [1.14, 2.01, 1.26]]
}

[9]
{
  "formula": "C3H14NO3",
  "method": "the ωB97M-V functional and the def2-TZVPD basis",
  "e_homo_ev": -14.72,
  "gap_ev": 9.8,
  "relative_energy_ev": 2.731,
  "max_force_ha_per_bohr": 0.142,
  "e_tot_ev": -10962.276,
  "charge": 1,
  "symbols": ["O", "O", "O", "N", "C", "C", "C", "H", "H", "H", "H", "H", "H", "H", "H", "H", "H", "H", "H", "H", "H"],
  "positions_angstrom": [[2.19, -0.57, 0.31], [2.46, -0.52, -2.23], [-0.90, -2.60, -0.93], [-0.85, 0.28, 0.67], [-2.06, -0.28, 0.40], [-0.55, 1.47, 1.52], [-1.08, 2.82, 1.19], [-1.21, 3.42, 2.09], [-2.08, 2.82, 0.82], [-1.74, -2.77, -1.36], [-0.11, -0.43, 0.28], [-0.95, 1.31, 2.55], [-0.25, -2.89, -1.55], [0.57, 1.63, 1.43], [-2.19, -1.07, -0.30], [3.29, -0.33, -2.65], [-3.00, 0.18, 0.82], [2.42, 0.04, -0.28], [1.68, -0.50, -2.88], [2.15, -1.52, 0.03], [-0.50, 3.55, 0.50]]
}

[10]
{
  "formula": "C3H14NO4",
  "method": "the ωB97M-V functional and the def2-TZVPD basis",
  "e_homo_ev": [-10.01, -9.97],
  "gap_ev": [10.4, 6.7],
  "s_squared": 0.75,
  "relative_energy_ev": 0.658,
  "max_force_ha_per_bohr": 0.041,
  "e_tot_ev": -13015.111,
  "charge": 0,
  "multiplicity": 2,
  "symbols": ["O", "O", "O", "O", "N", "C", "C", "C", "H", "H", "H", "H", "H", "H", "H", "H", "H", "H", "H", "H", "H", "H"],
  "positions_angstrom": [[1.31, -0.19, -0.02], [2.08, -2.76, -0.41], [0.77, -0.75, -2.50], [3.54, 1.26, 1.05], [-3.18, 1.34, 0.04], [-2.14, 0.67, 0.83], [-1.03, 0.18, -0.10], [0.20, -0.24, 0.79], [0.50, 0.18, -2.55], [-1.18, -0.63, -0.83], [3.31, 0.65, 0.34], [0.06, -1.27, 1.19], [1.15, -2.60, -0.24], [-0.72, 1.02, -0.70], [0.94, -0.78, -1.53], [0.29, 0.36, 1.70], [-3.55, 0.69, -0.63], [-2.62, -0.20, 1.30], [2.65, 1.36, 1.40], [2.39, -1.85, -0.30], [-2.98, 2.23, -0.41], [-1.77, 1.35, 1.59]]
}

[11]
{
  "formula": "C3H14O3S",
  "method": "the ωB97M-V functional and the def2-TZVPD basis",
  "e_homo_ev": -9.16,
  "gap_ev": 9.7,
  "relative_energy_ev": 0.841,
  "max_force_ha_per_bohr": 0.023,
  "e_tot_ev": -20315.394,
  "charge": 0,
  "symbols": ["S", "O", "O", "O", "C", "C", "C", "H", "H", "H", "H", "H", "H", "H", "H", "H", "H", "H", "H", "H", "H"],
  "positions_angstrom": [[-3.31, 0.41, 3.02], [5.37, 2.37, -4.58], [2.47, 1.04, -4.00], [2.07, -0.21, -0.36], [-1.72, -1.70, 2.04], [-2.42, -0.37, 1.62], [-1.00, -2.36, 0.86], [5.98, 1.62, -4.75], [5.48, 2.67, -3.66], [-0.50, -3.29, 1.11], [1.49, 0.55, -0.24], [2.08, -0.68, 0.48], [-3.06, -0.68, 0.80], [-4.59, 0.20, 2.56], [-1.77, -2.49, 0.09], [-0.22, -1.73, 0.45], [3.19, 0.71, -4.52], [-1.08, -1.46, 2.90], [-1.71, 0.36, 1.25], [-2.48, -2.37, 2.42], [2.03, 0.23, -3.79]]
}

[12]
{
  "formula": "C3H14O3S",
  "method": "the ωB97M-V functional and the def2-TZVPD basis",
  "e_homo_ev": -8.46,
  "gap_ev": 9.2,
  "relative_energy_ev": 1.301,
  "max_force_ha_per_bohr": 0.055,
  "e_tot_ev": -20314.934,
  "charge": 0,
  "symbols": ["S", "O", "O", "O", "C", "C", "C", "H", "H", "H", "H", "H", "H", "H", "H", "H", "H", "H", "H", "H", "H"],
  "positions_angstrom": [[-0.40, 1.58, -0.40], [-0.75, 1.15, 3.79], [2.82, -3.11, -4.18], [-1.95, -1.23, 2.20], [0.61, 0.05, -0.39], [1.81, -0.05, 0.60], [-1.77, 0.92, -1.43], [-1.99, -0.35, 2.57], [-2.57, -1.83, 2.66], [2.73, 0.23, 0.11], [1.72, 0.73, 1.38], [3.67, -3.51, -3.98], [1.23, 0.28, -1.25], [2.64, -3.43, -5.06], [0.08, -0.89, -0.48], [-2.37, 1.80, -1.67], [1.81, -0.91, 1.28], [-0.24, 0.33, 3.77], [-2.44, 0.27, -0.89], [-0.82, 1.37, 2.84], [-1.37, 0.53, -2.37]]
}